No. 1
# C3H13NO3

A 4-piece molecular cluster, C3H13NO3 overall in a non-equilibrium geometry (ωB97M-V/def2-TZVPD, the OMol25 dataset).

The geometry in XYZ format:
```
20
Properties=species:S:1:pos:R:3:forces:R:3
C -1.6880 -1.7295 -1.5244 0.338 -0.979 0.319
N -0.8782 -1.1994 -0.7078 -0.124 -0.866 -0.433
C -0.9427 -1.7027 0.6752 0.165 1.568 -0.334
C 0.4383 -2.2293 1.0752 -0.893 0.395 -0.267
H -2.4868 -2.3967 -1.1564 0.170 0.075 -0.250
H -1.4840 -1.7506 -2.5979 -0.398 0.835 0.088
H -1.1926 -0.8214 1.2758 0.024 -0.245 0.282
H -1.7298 -2.4517 0.7915 0.032 -0.073 0.017
H 1.2077 -1.4884 0.8713 -0.062 0.215 0.286
H 0.3436 -2.4399 2.1434 0.604 -0.393 -0.200
H 0.6825 -3.0691 0.4313 0.032 -0.466 0.399
O 0.2282 2.6978 2.7148 0.599 -0.530 0.735
H -0.5833 3.1411 2.4985 -0.257 0.226 -0.502
H 0.7421 2.5173 1.9150 -0.375 0.350 -0.169
O 0.8147 0.3895 -2.5240 -0.685 0.617 0.671
H 0.1627 -0.0463 -1.9404 0.395 -0.691 0.054
H 0.5145 1.2973 -2.3735 0.337 0.150 -0.633
O 1.3940 2.5307 0.1124 -0.206 0.114 0.092
H 2.2379 2.7812 -0.2633 0.256 0.062 -0.044
H 1.1046 1.7783 -0.4061 0.049 -0.363 -0.110
```
Forces are in eV/Å.

As for the relative energy (zero: lowest compared OMol25 entry of this formula, charge and spin): 111.5 kJ/mol. For the lowest unoccupied orbital energy, the calculation gives 0.697 eV. The frontier orbital gap is 0.409 hartree. The SMILES is C=NCC.O.O.O. As for the spin multiplicity: 1. Its net charge is 0.

=====

No. 2
# C3H13NO3

A 4-piece molecular cluster, C3H13NO3 overall in a non-equilibrium geometry (ωB97M-V/def2-TZVPD, the OMol25 dataset).

The geometry in XYZ format:
```
20
Properties=species:S:1:pos:R:3:forces:R:3
C 2.0983 1.7083 1.5261 -0.482 0.700 0.928
C 1.0702 0.7842 0.9479 0.313 -1.150 0.035
C 1.1952 0.2321 -0.2605 0.686 0.509 0.147
N 0.3836 -0.7572 -0.8269 0.236 -0.583 0.360
H 1.7098 2.1546 2.4501 -0.149 0.112 -0.216
H 2.9994 1.2208 1.8916 0.212 -0.291 -0.397
H 2.3555 2.5500 0.8852 0.130 -0.151 -0.190
H 0.4068 0.2730 1.6469 -0.185 0.358 0.002
H 2.0478 0.5687 -0.8498 -0.317 0.025 -0.364
H 0.8971 -1.3615 -1.4585 0.067 0.249 -0.119
H 0.0493 -1.3827 -0.0959 -0.254 0.088 -0.138
O -1.0129 -2.1859 1.4695 0.232 0.012 -0.189
H -1.4270 -1.3385 1.2577 -0.472 -0.060 0.305
H -1.4148 -2.4886 2.2874 -0.043 0.090 -0.013
O -0.4625 0.1296 -3.7009 0.146 0.535 -0.727
H 0.1059 0.2140 -2.9351 -0.228 -0.225 0.346
H -0.9581 -0.6809 -3.6120 -0.063 -0.249 0.330
O -2.3705 0.4449 0.9322 0.128 -0.323 -0.015
H -2.8942 1.2051 1.1919 -0.009 0.085 0.039
H -1.5219 0.7898 0.6337 0.051 0.270 -0.124
```
Forces are in eV/Å.

As for the relative energy (zero: lowest compared OMol25 entry of this formula, charge and spin): 85.0 kJ/mol. For the lowest unoccupied orbital energy, the calculation gives 0.699 eV. The frontier orbital gap is 0.339 hartree. The SMILES is C/C=C/N.O.O.O. As for the spin multiplicity: 1. Its net charge is 0.

=====

No. 3
# C3H13NO3

A 3-piece molecular cluster, C3H13NO3 overall in a non-equilibrium geometry (ωB97M-V/def2-TZVPD, the OMol25 dataset).

The geometry in XYZ format:
```
20
Properties=species:S:1:pos:R:3:forces:R:3
C -0.7013 -0.6935 -1.0784 -0.690 -0.208 0.157
C -1.3302 -0.1690 0.1852 0.849 1.428 1.256
C -1.3877 1.3747 0.3722 -0.384 0.075 -1.482
O -0.6950 -0.6269 1.3608 -0.017 -0.693 -0.845
N 0.1681 0.1673 -1.8532 -1.342 0.920 -1.297
H -0.3368 -1.6625 -0.7168 0.706 -0.150 -1.189
H -1.5577 -0.8869 -1.7862 0.157 -0.203 0.365
H -2.3810 -0.4841 0.2505 -0.002 -0.212 -0.048
H -2.0817 1.6153 1.1657 0.086 0.162 0.122
H -0.4086 1.8205 0.5092 0.202 -0.265 0.372
H -1.7523 1.7659 -0.5862 -0.390 0.185 0.278
H 0.1820 -1.0217 1.1822 -0.250 0.108 0.061
H -0.2743 1.0771 -2.0579 0.252 0.312 1.568
H 0.2762 0.0093 -2.8702 0.778 -1.641 0.632
H 1.5701 0.5249 2.6804 0.216 -0.208 -0.611
H 1.9809 1.9930 3.0195 0.109 -0.096 -0.243
O 1.6369 1.1692 3.3710 -0.279 0.350 0.873
H 1.9027 -1.3329 -1.2559 0.888 0.036 -0.734
H 2.9701 -2.5497 -1.1196 0.588 0.154 -0.782
O 2.2195 -2.0902 -0.7724 -1.477 -0.053 1.547
```
Forces are in eV/Å.

As for the relative energy (zero: lowest compared OMol25 entry of this formula, charge and spin): 305.2 kJ/mol. For the lowest unoccupied orbital energy (spin up / spin down), the calculation gives -3.634 / -9.659 eV. The frontier orbital gap (spin up / spin down) is 0.393 / 0.170 hartree. As for the spin multiplicity: 2. Its net charge is +1.